{"formula": "C4H11NO2", "method": "wB97M-V/def2-TZVPD", "elements": ["N", "C", "C", "C", "C", "H", "H", "H", "H", "H", "H", "H", "H", "H", "O", "H", "H", "O"], "xyz": [[1.12059, -0.59157, -0.85817], [0.71048, 0.74070, -0.51590], [1.64357, 1.59308, 0.06064], [-1.19502, 2.30447, -1.11188], [-0.67412, 1.04232, -0.87402], [1.99483, -0.44655, -1.40985], [0.44510, -1.00526, -1.49940], [1.29291, 2.54672, 0.47470], [2.61710, 1.32860, 0.44624], [-2.21408, 2.36556, -1.37899], [-0.68257, 3.22961, -1.13456], [-1.42053, 0.23673, -0.85097], [1.95750, -1.75896, 2.33021], [0.80237, -1.67709, 1.22804], [1.10429, -2.07032, 2.07728], [-3.22622, -1.80314, 1.09084], [-1.79306, -1.12832, 0.88040], [-2.42016, -1.90846, 0.48240]], "forces_ev_per_a": [[0.6987, 0.7689, -1.0590], [2.4184, 0.8376, 0.8610], [-2.7611, -0.4820, 0.0492], [1.1266, -3.3557, 0.3455], [-1.5098, 3.2158, 0.2767], [-0.7953, -0.7737, 0.7938], [0.1746, -0.0148, 0.1471], [0.0283, -0.2991, -0.5378], [0.0936, -0.5147, -0.5182], [-1.0791, 0.0181, -0.0911], [0.9117, 0.5198, 0.0590], [0.5579, 0.0416, -0.2826], [0.7739, 0.6159, -0.2549], [1.0372, -0.1781, 0.7304], [-1.7100, -0.4280, -0.5668], [1.6777, -0.3510, -1.3561], [-2.2175, -2.9527, -1.4033], [0.5741, 3.3319, 2.8071]], "multiplicity": 1, "lumo_ev": 0.42, "smiles": "C=CC(=C)N.O.O", "molar_mass_da": 105.1, "gap_ev": 9.0520}

---

{"formula": "C4H8O2", "method": "wB97M-V/def2-TZVPD", "elements": ["O", "C", "C", "C", "C", "O", "H", "H", "H", "H", "H", "H", "H", "H"], "xyz": [[-0.99566, -1.20706, -1.31145], [-0.88408, 0.19309, -1.40408], [-0.53505, 0.81274, -0.04457], [0.80605, 0.38929, 0.54282], [0.94234, -0.63810, 1.58135], [1.30420, -0.92002, 0.23378], [-0.14821, -1.50854, -0.94749], [-0.17160, 0.48882, -2.19201], [-1.86741, 0.56943, -1.71062], [-0.53712, 1.90702, -0.12061], [-1.34477, 0.53240, 0.63733], [1.59534, 1.14101, 0.51229], [0.05927, -1.16568, 1.94178], [1.77671, -0.59439, 2.28150]], "forces_ev_per_a": [[0.1822, -0.1929, -0.0018], [-0.0266, 0.3795, -0.0034], [-0.0634, -0.0203, 0.0922], [-0.0415, 0.2290, -0.0188], [-0.0233, 0.0042, 0.2437], [0.0550, -0.1185, -0.1667], [-0.1796, -0.1050, -0.0478], [0.0012, -0.0493, 0.2302], [0.1783, -0.0488, 0.0319], [-0.0356, -0.1606, -0.0229], [0.1082, 0.0413, -0.0084], [-0.1098, -0.0934, -0.0621], [0.0780, 0.1441, -0.1126], [-0.1232, -0.0093, -0.1536]], "multiplicity": 1, "lumo_ev": 1.08, "smiles": "OCC[C@H]1CO1", "molar_mass_da": 88.1, "gap_ev": 11.1628}

---

- Which value of multiplicity does entry 2 give?
  1